{"formula": "C4H9NO2", "method": "ωB97M-V/def2-TZVPD", "total_energy_ha": -362.99778, "smiles": "C/N=C\\OCCO", "homo_energy_ev": -9.82, "homo_lumo_gap_ev": 10.740, "relative_energy_kcal_mol": 55.1, "species": ["C", "N", "C", "O", "C", "C", "O", "H", "H", "H", "H", "H", "H", "H", "H", "H"], "xyz": [[-1.8866, 0.8534, -0.6480], [-1.9027, 0.7214, 0.8009], [-0.8919, 0.4160, 1.4816], [0.3948, 0.1605, 1.0458], [0.5891, -1.0825, 0.3679], [1.5920, -0.8406, -0.7511], [1.3065, 0.3484, -1.4467], [-0.9132, 0.7228, -1.1355], [-2.5932, 0.1266, -1.0654], [-2.2848, 1.8437, -0.8958], [-0.9718, 0.3568, 2.5689], [0.9799, -1.8355, 1.0651], [-0.3653, -1.4343, -0.0348], [2.6122, -0.8174, -0.3424], [1.5174, -1.6684, -1.4617], [1.1602, 1.0121, -0.7548]]}



{"formula": "C4H9NO2", "method": "ωB97M-V/def2-TZVPD", "total_energy_ha": -363.04162, "smiles": "C/C=C/N.O=CO", "homo_energy_ev": -8.69, "homo_lumo_gap_ev": 9.625, "relative_energy_kcal_mol": 27.6, "species": ["C", "C", "C", "N", "H", "H", "H", "H", "H", "H", "H", "O", "C", "O", "H", "H"], "xyz": [[-0.9174, -1.5260, -2.4725], [0.0233, -1.6899, -1.3162], [0.6910, -0.6786, -0.7844], [1.4921, -0.7673, 0.3857], [-0.9524, -0.4866, -2.7879], [-0.6157, -2.1585, -3.3100], [-1.9316, -1.8213, -2.1924], [0.1435, -2.6740, -0.8738], [0.5883, 0.3330, -1.1607], [1.7158, -1.7299, 0.6050], [2.3606, -0.2522, 0.3018], [-0.5838, 2.1743, 0.4561], [-0.5765, 1.9436, 1.6320], [-0.1023, 0.8398, 2.1980], [-0.8644, 2.6813, 2.3902], [0.2117, 0.2257, 1.4923]]}



{"formula": "C4H9NO2", "method": "ωB97M-V/def2-TZVPD", "total_energy_ha": -362.99754, "smiles": "C[C@@H](CO)NC=O", "homo_energy_ev": -9.59, "homo_lumo_gap_ev": 10.354, "relative_energy_kcal_mol": 55.2, "species": ["C", "C", "C", "O", "N", "C", "O", "H", "H", "H", "H", "H", "H", "H", "H", "H"], "xyz": [[0.5113, -1.6099, -0.4933], [-0.3706, -0.6947, 0.2941], [0.2655, -0.1161, 1.5887], [-0.3189, 1.1295, 1.6987], [-0.7763, 0.4814, -0.9888], [-0.2658, 1.7160, -1.1849], [0.4118, 2.3442, -0.3734], [-0.0348, -1.9343, -1.3764], [0.8629, -2.4817, 0.0682], [1.3837, -1.0229, -0.7943], [-1.3582, -1.0718, 0.5747], [0.0367, -0.7050, 2.5123], [1.3781, -0.1097, 1.5614], [0.0302, 1.6487, 0.9036], [-1.2975, 0.2034, -1.8344], [-0.4581, 2.2230, -2.1562]]}



{"formula": "C4H9NO2", "method": "ωB97M-V/def2-TZVPD", "total_energy_ha": -363.06918, "smiles": "C[C@@H](O)CC(N)=O", "homo_energy_ev": -10.09, "homo_lumo_gap_ev": 10.961, "relative_energy_kcal_mol": 10.3, "species": ["C", "C", "O", "C", "C", "N", "O", "H", "H", "H", "H", "H", "H", "H", "H", "H"], "xyz": [[-2.0780, 0.0241, -0.4047], [-0.7067, -0.2303, -1.0088], [-0.2535, 1.0021, -1.5328], [0.2711, -0.7934, 0.0615], [1.6319, -0.1458, -0.0974], [2.1149, 0.5181, 0.9848], [2.2497, -0.2022, -1.1539], [-1.9870, 0.7015, 0.4523], [-2.5333, -0.9099, -0.0590], [-2.7375, 0.4924, -1.1409], [-0.8018, -0.9652, -1.8225], [0.6117, 0.8267, -1.9385], [-0.1330, -0.6376, 1.0684], [0.3996, -1.8720, -0.0755], [2.9422, 1.0787, 0.8444], [1.5277, 0.7297, 1.7756]]}



{"formula": "C4H9NO2", "method": "ωB97M-V/def2-TZVPD", "total_energy_ha": -363.00040, "smiles": "NCC=O.C=CO", "homo_energy_ev": -8.83, "homo_lumo_gap_ev": 9.424, "relative_energy_kcal_mol": 53.4, "species": ["N", "C", "C", "O", "H", "H", "H", "H", "H", "C", "C", "O", "H", "H", "H", "H"], "xyz": [[0.1784, 0.2452, 1.8096], [1.0130, 1.1265, 0.9903], [0.2300, 1.6391, -0.2055], [0.5418, 2.6247, -0.8101], [0.6777, 0.0036, 2.6580], [-0.6249, 0.7754, 2.1430], [1.8392, 0.5445, 0.5720], [1.4233, 2.0228, 1.4641], [-0.6585, 1.0491, -0.5051], [0.0999, -1.6414, -1.6383], [-0.9607, -2.0296, -0.9448], [-1.1900, -1.8221, 0.3680], [0.2481, -1.9311, -2.6656], [0.8648, -1.0130, -1.1936], [-1.7798, -2.5710, -1.3988], [-0.5502, -1.1811, 0.7471]]}



{"formula": "C4H9NO2", "method": "ωB97M-V/def2-TZVPD", "total_energy_ha": -362.98067, "smiles": "C[C@@H](O)CC(N)=O", "homo_energy_ev": -8.84, "homo_lumo_gap_ev": 9.439, "relative_energy_kcal_mol": 65.8, "species": ["C", "C", "O", "C", "C", "N", "O", "H", "H", "H", "H", "H", "H", "H", "H", "H"], "xyz": [[-2.2007, -0.1465, -0.5263], [-0.4625, 0.3731, -0.5154], [-0.2942, 1.5424, 0.2308], [0.2786, -0.7585, 0.1542], [1.8065, -0.7373, 0.3003], [2.3346, 0.3749, 0.8721], [2.4889, -1.7112, 0.0013], [-2.4211, -0.0373, 0.5165], [-2.3230, -1.1848, -0.8810], [-2.9033, 0.4754, -1.1295], [-0.9561, 0.3561, -1.4668], [-0.3690, 2.3239, -0.3262], [-0.1231, -0.8235, 1.1824], [0.0440, -1.6819, -0.3674], [3.3394, 0.4411, 0.9437], [1.7610, 1.1940, 1.0113]]}



{"formula": "C4H9NO2", "method": "ωB97M-V/def2-TZVPD", "total_energy_ha": -363.02788, "smiles": "C[C@@H](O)/C=C(\\N)O", "homo_energy_ev": -7.86, "homo_lumo_gap_ev": 8.708, "relative_energy_kcal_mol": 36.2, "species": ["C", "C", "O", "C", "C", "N", "O", "H", "H", "H", "H", "H", "H", "H", "H", "H"], "xyz": [[-0.4170, 2.0354, -0.6907], [-0.2304, 0.5237, -0.6314], [0.9269, 0.1292, -1.3887], [-0.0767, 0.0358, 0.7651], [0.1692, -1.2580, 1.0572], [0.6179, -2.2025, 0.1928], [0.0017, -1.7102, 2.3300], [0.4611, 2.5383, -0.2717], [-1.3032, 2.3482, -0.1266], [-0.5434, 2.3709, -1.7271], [-1.1148, 0.0427, -1.0868], [0.7634, 0.3747, -2.3068], [0.0226, 0.7655, 1.5688], [0.3399, -3.1631, 0.3140], [0.8605, -1.8485, -0.7228], [-0.4777, -0.9821, 2.7247]]}



{"formula": "C4H9NO2", "method": "ωB97M-V/def2-TZVPD", "total_energy_ha": -363.05636, "smiles": "CNC(=O)[C@@H](C)O", "homo_energy_ev": -9.89, "homo_lumo_gap_ev": 10.650, "relative_energy_kcal_mol": 18.3, "species": ["C", "N", "C", "O", "C", "C", "O", "H", "H", "H", "H", "H", "H", "H", "H", "H"], "xyz": [[-0.6147, 1.8722, 0.4822], [-1.3614, 0.6456, 0.3594], [-0.9588, -0.5280, -0.2027], [-1.7569, -1.4664, -0.2750], [0.4722, -0.6803, -0.7489], [1.5059, -0.6972, 0.3655], [0.5832, -1.9136, -1.4671], [-1.3228, 2.6937, 0.6147], [0.0297, 1.8048, 1.3617], [-0.0114, 2.0460, -0.4110], [-2.3110, 0.6195, 0.7136], [0.6791, 0.1198, -1.4651], [1.7483, 0.3151, 0.7003], [1.1389, -1.2540, 1.2351], [2.4331, -1.1802, 0.0391], [-0.2533, -2.3970, -1.3018]]}